#w
A single C2H4S2 molecule. Source: OMol25; level of theory: ωB97M-V with the def2-TZVPD basis set.

Computed properties:
HOMO	-8.9	eV
charge	0
frontier orbital gap	9.605	eV
structure (SMILES)	S[C@H]1CS1
lowest unoccupied orbital energy	0.75	eV

Last column: natural (NBO) charge in e.
Atoms and positions in Å:
S -1.13983 0.69464 -1.19181  -0.030
C 0.16192 -0.24001 -0.30734  -0.452
C 0.29838 0.26020 1.05673  -0.504
S -0.28541 -1.44739 0.93884  0.132
H -1.15883 -0.03488 -2.45017  0.153
H 1.05778 -0.49256 -0.84812  0.236
H 1.27523 0.09910 1.53202  0.237
H -0.20925 1.16089 1.26985  0.228

=====

#x
A single C2H4S2 molecule. Source: OMol25; level of theory: ωB97M-V with the def2-TZVPD basis set.

Computed properties:
HOMO	-8.8	eV
charge	0
frontier orbital gap	8.573	eV
structure (SMILES)	CC(=S)S
lowest unoccupied orbital energy	-0.25	eV

Last column: natural (NBO) charge in e.
Atoms and positions in Å:
C -1.06120 0.39277 -0.18194  -0.731
C 0.24489 -0.25732 -0.32676  -0.119
S 1.08796 -0.86623 -1.54575  0.106
S 1.18413 -0.36696 1.58100  -0.180
H -1.67408 0.10159 -1.02733  0.244
H -1.64458 0.17472 0.72344  0.252
H -0.56070 1.43925 -0.22151  0.277
H 2.42360 -0.61782 0.99884  0.151

=====

#y
2 unconnected molecules or ions with the total composition C2H4S2. Source: OMol25; level of theory: ωB97M-V with the def2-TZVPD basis set.

Computed properties:
HOMO (spin up / spin down)	-8.8 / -8.3	eV
charge	0
frontier orbital gap (spin up / spin down)	7.471 / 7.912	eV
lowest unoccupied orbital energy (spin up / spin down)	-1.32 / -0.37	eV

Last column: natural (NBO) charge in e.
Atoms and positions in Å:
C -3.11607 -0.71210 0.13324  -0.457
C 1.07291 -0.70338 -0.02127  -0.532
S -1.53938 -1.09920 0.00814  0.179
S -4.01040 0.65017 -0.00554  0.170
H 1.32996 0.14870 -0.58960  0.170
H 1.42076 -1.75696 -0.39388  0.192
H 1.12822 -0.51773 1.02168  0.171
H -3.31884 1.73606 -0.74101  0.107

=====

Stability verdict: #w, ahead by 28.9 kJ/mol

=====

#w
A molecular structure, C2H4S2. Source: OMol25; level of theory: ωB97M-V with the def2-TZVPD basis set.

Computed properties:
HOMO	-8.9	eV
charge	0
frontier orbital gap	8.458	eV
lowest unoccupied orbital energy	-0.48	eV

Last column: natural (NBO) charge in e.
Atoms and positions in Å:
C 0.14971 -0.78258 -0.17831  -0.702
C -0.74569 0.43730 -0.16764  -0.325
H -0.02432 -0.90293 1.18531  0.282
H 1.46833 -0.33063 -0.26763  0.222
H -0.26578 -1.65852 -1.22609  0.288
H 1.48389 1.03386 0.71442  0.132
S 0.33798 1.74892 0.33227  0.085
S -2.40412 0.45458 -0.39233  0.019

=====

#x
A single C2H4S2 molecule. Source: OMol25; level of theory: ωB97M-V with the def2-TZVPD basis set.

Computed properties:
HOMO	-8.8	eV
charge	0
frontier orbital gap	9.574	eV
structure (SMILES)	S[C@H]1CS1
lowest unoccupied orbital energy	0.78	eV

Last column: natural (NBO) charge in e.
Atoms and positions in Å:
S 1.90828 0.48650 -0.04046  0.108
C 0.27430 0.17864 -0.53736  -0.444
C -0.75098 -0.47298 0.19356  -0.510
S -1.18851 1.29538 -0.04112  0.027
H 1.55137 0.25041 1.15109  0.099
H 0.27402 0.17845 -1.82207  0.263
H -1.45448 -1.21532 -0.10862  0.238
H -0.61400 -0.70107 1.20499  0.220

=====

#y
2 unconnected molecules or ions with the total composition C2H4S2. Source: OMol25; level of theory: ωB97M-V with the def2-TZVPD basis set.

Computed properties:
HOMO (spin up / spin down)	-8.7 / -7.9	eV
charge	0
frontier orbital gap (spin up / spin down)	8.309 / 7.660	eV
lowest unoccupied orbital energy (spin up / spin down)	-0.36 / -0.28	eV

Last column: natural (NBO) charge in e.
Atoms and positions in Å:
C 0.87692 0.40754 0.78226  -0.469
C -0.05511 -0.17981 -0.22436  -0.420
S 1.27557 -1.17450 -0.16553  0.277
S -1.78256 -0.55440 0.02324  0.035
H 1.23867 1.37721 0.38661  0.235
H 0.79559 0.42452 1.79320  0.218
H -0.44538 1.23729 -1.60338  -0.022
H -1.90370 -1.53785 -0.99203  0.144

=====

Stability verdict: #x, ahead by 254.6 kJ/mol

=====

#w
A gas-phase ion, CH5N2O2 (charge +1). Source: OMol25; level of theory: ωB97M-V with the def2-TZVPD basis set.

Computed properties:
HOMO	-16.8	eV
charge	+1
frontier orbital gap	10.154	eV
lowest unoccupied orbital energy	-6.61	eV

Last column: natural (NBO) charge in e.
Atoms and positions in Å:
C -1.48435 0.41460 -0.02486  -0.314
N 1.92424 -0.11337 -0.07490  0.172
N 1.16880 -0.97179 0.29492  0.161
O 1.95428 1.03102 -0.36532  -0.285
O -0.44951 -0.68780 -0.05096  -0.498
H -0.89078 1.42262 -0.03579  0.252
H -2.32583 0.38720 0.73828  0.260
H -1.97959 0.53718 -1.05927  0.252
H 2.91943 -0.50727 0.25149  0.444
H -0.83670 -1.51239 0.32642  0.555

=====

#x
2 unconnected molecules or ions with the total composition CH5N2O2. Source: OMol25; level of theory: ωB97M-V with the def2-TZVPD basis set.

Computed properties:
HOMO (spin up / spin down)	-15.7 / -15.4	eV
charge	+1
frontier orbital gap (spin up / spin down)	8.477 / 8.483	eV
lowest unoccupied orbital energy (spin up / spin down)	-7.23 / -6.89	eV

Last column: natural (NBO) charge in e.
Atoms and positions in Å:
C 1.33833 -0.15606 -0.17695  -0.521
N -1.40933 -0.78696 0.01923  0.125
N 0.11970 0.35643 0.29241  0.171
O -2.39626 -0.14197 0.06838  -0.122
O -0.24691 1.52858 -0.11812  -0.381
H 1.80969 -0.71096 0.64001  0.269
H 1.98669 0.64791 -0.53858  0.270
H 1.20347 -0.86232 -1.00452  0.275
H -1.33505 -1.71010 0.49043  0.388
H -1.07033 1.83545 0.32771  0.526

=====

Stability verdict: #x, ahead by 80.7 kJ/mol